No. 1
ORCA calculation (ωB97M-V with the def2-TZVPD basis set) on one molecule with the formula C26H30N4O5.

**ΔE to the lowest compared entry with this formula, charge and spin**: 193.6 kJ/mol
**Structure (SMILES)**: COc1ccc(-n2nc(C(=O)NCC(=O)NC3CCCCCC3)c3ccccc3c2=O)cc1OC
**2S+1**: 1

Each line ends with the natural charge from an NBO analysis.
Cartesian coordinates (Å):
1 C -7.2960 -0.1220 0.1161  -0.25
2 H -7.3848 0.5851 -0.7149  0.18
3 O -6.0553 -0.7840 0.1021  -0.48
4 C -4.9244 -0.0409 0.2070  0.25
5 C -4.8794 1.3353 0.3482  -0.29
6 C -3.6707 2.0103 0.4511  -0.22
7 C -2.4899 1.2967 0.3966  0.19
8 C -2.5118 -0.0928 0.2519  -0.35
9 C -3.7108 -0.7711 0.1638  0.34
10 O -3.8367 -2.1148 0.0320  -0.49
11 C -2.6672 -2.8972 -0.0257  -0.25
12 H -2.0514 -2.6337 -0.8914  0.17
13 H -2.0700 -2.8084 0.8871  0.18
14 H -3.0074 -3.9258 -0.1289  0.21
15 H -1.5723 -0.6186 0.2073  0.23
16 N -1.2215 1.9218 0.5203  -0.25
17 N -0.3203 1.1707 1.1323  -0.19
18 C 0.9153 1.5377 1.2743  0.06
19 C 1.3938 2.7979 0.7756  0.01
20 C 2.7107 3.2552 0.9006  -0.20
21 C 3.0630 4.4838 0.3901  -0.19
22 C 2.1203 5.2860 -0.2516  -0.20
23 C 0.8206 4.8527 -0.3829  -0.15
24 C 0.4421 3.6099 0.1288  -0.14
25 C -0.9450 3.1704 -0.0417  0.63
26 O -1.7942 3.8060 -0.6331  -0.59
27 H 0.0687 5.4499 -0.8757  0.24
28 H 2.4123 6.2479 -0.6454  0.22
29 H 4.0808 4.8312 0.4877  0.22
30 H 3.4383 2.6288 1.3903  0.25
31 C 1.7856 0.4919 1.8862  0.66
32 O 3.0020 0.4569 1.7555  -0.66
33 N 1.0915 -0.4495 2.5560  -0.59
34 H 0.0844 -0.3910 2.4951  0.43
35 C 1.6834 -1.7010 2.9700  -0.32
36 H 1.1116 -2.1187 3.7988  0.23
37 H 2.7123 -1.5076 3.2838  0.23
38 C 1.6740 -2.6968 1.7902  0.67
39 O 0.9837 -3.6958 1.7882  -0.63
40 N 2.4558 -2.2861 0.7842  -0.65
41 H 3.0031 -1.4482 0.9214  0.43
42 C 2.5787 -2.9641 -0.4961  -0.05
43 C 3.7222 -2.3466 -1.3139  -0.40
44 H 3.6453 -2.7253 -2.3342  0.21
45 C 3.8147 -0.8171 -1.3456  -0.41
46 C 2.6992 -0.0972 -2.1007  -0.39
47 C 1.2866 -0.4948 -1.6783  -0.41
48 C 0.9019 -1.8836 -2.1886  -0.41
49 H 1.4007 -2.0521 -3.1450  0.19
50 C 1.2261 -3.0311 -1.2318  -0.40
51 H 1.1959 -3.9628 -1.8001  0.21
52 H 0.4524 -3.1070 -0.4671  0.22
53 H -0.1725 -1.9143 -2.3874  0.21
54 H 1.1947 -0.4564 -0.5926  0.19
55 H 0.5912 0.2406 -2.0925  0.21
56 H 2.8050 -0.2824 -3.1729  0.19
57 H 2.8287 0.9768 -1.9418  0.21
58 H 3.8707 -0.4113 -0.3340  0.21
59 H 4.7624 -0.5622 -1.8274  0.21
60 H 4.6637 -2.7165 -0.8993  0.21
61 H 2.8495 -4.0060 -0.2710  0.21
62 H -3.6643 3.0803 0.5649  0.24
63 H -5.7907 1.9090 0.3873  0.22
64 H -8.0456 -0.9038 0.0055  0.20
65 H -7.4609 0.4056 1.0614  0.18

No. 2
ORCA calculation (ωB97M-V with the def2-TZVPD basis set) on one molecule with the formula C26H30N4O6.

**ΔE to the lowest compared entry with this formula, charge and spin**: 0.0 kJ/mol
**Structure (SMILES)**: CCCN(C(=O)COC(=O)CCOc1ccccc1C)c1c(N)n(Cc2ccccc2)c(=O)[nH]c1=O
**2S+1**: 1

Each line ends with the natural charge from an NBO analysis.
Cartesian coordinates (Å):
1 C -5.0144 -2.1582 -0.5563  -0.62
2 C -4.1613 -1.4670 -1.6120  -0.40
3 C -2.6651 -1.6500 -1.3550  -0.22
4 N -2.2357 -1.0551 -0.0949  -0.44
5 C -1.8488 -1.8625 0.9167  0.68
6 O -1.6884 -3.0591 0.7844  -0.63
7 C -1.6000 -1.1953 2.2757  -0.17
8 H -2.2769 -1.6518 2.9999  0.23
9 H -1.7549 -0.1166 2.2369  0.21
10 O -0.2859 -1.4612 2.7630  -0.49
11 C 0.7040 -0.7518 2.2298  0.81
12 O 0.5519 0.0532 1.3428  -0.62
13 C 2.0202 -1.0545 2.9055  -0.53
14 H 2.6210 -0.1438 2.8986  0.24
15 H 1.8270 -1.3784 3.9272  0.24
16 C 2.8098 -2.1610 2.1790  -0.05
17 O 3.2810 -1.7361 0.9280  -0.52
18 C 2.5080 -1.8530 -0.1959  0.38
19 C 1.3619 -2.6259 -0.3100  -0.35
20 C 0.7044 -2.7179 -1.5270  -0.16
21 C 1.1690 -2.0286 -2.6307  -0.27
22 C 2.3087 -1.2476 -2.5129  -0.20
23 C 2.9916 -1.1535 -1.3140  -0.08
24 C 4.2385 -0.3385 -1.1769  -0.63
25 H 5.0840 -0.9865 -0.9508  0.22
26 H 4.1336 0.3623 -0.3508  0.23
27 H 4.4462 0.2089 -2.0925  0.21
28 H 2.6815 -0.7091 -3.3724  0.21
29 H 0.6559 -2.1022 -3.5773  0.22
30 H -0.1704 -3.3447 -1.5946  0.22
31 H 0.9565 -3.1737 0.5258  0.23
32 H 3.7112 -2.3778 2.7611  0.20
33 H 2.2111 -3.0744 2.1137  0.19
34 C -2.3190 0.3610 0.0009  -0.16
35 C -1.3263 1.1334 -0.5644  0.50
36 N -0.3010 0.5831 -1.2610  -0.79
37 H 0.5666 1.0986 -1.2752  0.41
38 H -0.1596 -0.4050 -1.0967  0.43
39 N -1.4022 2.5016 -0.5114  -0.44
40 C -2.4475 3.1660 0.1148  0.80
41 O -2.5161 4.3728 0.1563  -0.62
42 N -3.3887 2.3558 0.6802  -0.64
43 C -3.4085 0.9585 0.7188  0.65
44 O -4.2745 0.3819 1.3474  -0.63
45 H -4.1483 2.8271 1.1589  0.43
46 C -0.3434 3.3212 -1.0820  -0.25
47 C 0.9674 3.1578 -0.3526  -0.07
48 C 0.9926 3.0805 1.0341  -0.14
49 C 2.1936 2.9409 1.7038  -0.21
50 C 3.3833 2.8938 0.9971  -0.22
51 C 3.3673 2.9852 -0.3841  -0.20
52 C 2.1641 3.1058 -1.0569  -0.22
53 H 2.1547 3.1706 -2.1362  0.21
54 H 4.2925 2.9605 -0.9401  0.22
55 H 4.3221 2.7908 1.5211  0.22
56 H 2.2008 2.8774 2.7819  0.21
57 H 0.0680 3.1330 1.5892  0.21
58 H -0.6913 4.3560 -0.9865  0.27
59 H -0.2344 3.0852 -2.1448  0.21
60 H -2.4350 -2.7146 -1.2881  0.23
61 H -2.0907 -1.2021 -2.1719  0.20
62 H -4.4014 -0.4018 -1.6360  0.20
63 H -4.3783 -1.8823 -2.5986  0.20
64 H -4.7274 -3.2025 -0.4583  0.20
65 H -6.0654 -2.1095 -0.8298  0.21
66 H -4.8893 -1.6689 0.4059  0.24

No. 3
ORCA calculation (ωB97M-V with the def2-TZVPD basis set) on C26H31AsCaS4 as an isolated structure.

**2S+1**: 1
**Charge**: +2

Each line ends with the natural charge from an NBO analysis.
Cartesian coordinates (Å):
1 Ca -0.5980 0.3757 0.5150  1.66
2 C 0.2086 1.9418 3.8809  -0.52
3 C 0.3570 0.4887 4.2904  -0.53
4 S -0.6377 -0.7237 3.3472  0.14
5 C -2.3292 -0.5678 4.0247  -0.54
6 C -3.2207 0.3772 3.2386  -0.52
7 S -3.3050 -0.1326 1.4730  0.13
8 C -4.3343 1.1961 0.7632  -0.53
9 C -3.8070 2.6199 0.8824  -0.52
10 S -2.0903 2.8731 0.2774  0.11
11 C -1.4083 3.8914 1.6534  -0.51
12 C 0.1045 3.8425 1.7552  -0.53
13 S 0.8242 2.2174 2.1715  0.12
14 H 0.8189 2.5605 4.5412  0.26
15 H -0.8283 2.2690 3.9410  0.21
16 H 0.1147 0.3664 5.3464  0.26
17 H 1.3870 0.1600 4.1348  0.25
18 H -2.2594 -0.2503 5.0662  0.26
19 H -2.7415 -1.5789 3.9933  0.26
20 H -2.8453 1.3999 3.2758  0.20
21 H -4.2376 0.3478 3.6379  0.25
22 H -5.3127 1.1485 1.2483  0.26
23 H -4.4549 0.9101 -0.2859  0.25
24 H -3.8432 2.9873 1.9089  0.23
25 H -4.4499 3.2635 0.2781  0.26
26 H -1.8770 3.5733 2.5871  0.22
27 H -1.7061 4.9240 1.4574  0.26
28 H 0.4466 4.5439 2.5182  0.26
29 H 0.5652 4.1103 0.8019  0.26
30 C 5.1986 -0.6287 -4.0876  -0.18
31 C 4.3527 0.4640 -4.1878  -0.18
32 C 3.2664 0.5838 -3.3381  -0.23
33 C 3.0080 -0.4075 -2.3956  -0.30
34 C 3.8838 -1.4808 -2.2668  -0.17
35 C 4.9695 -1.5925 -3.1195  -0.21
36 As 1.4168 -0.2748 -1.2296  0.71
37 C 1.4491 -2.0051 -0.3418  -0.39
38 C 1.4462 -3.2273 -1.0110  -0.15
39 C 1.4528 -4.4126 -0.2945  -0.20
40 C 1.4589 -4.3910 1.0927  -0.17
41 C 1.4986 -3.1826 1.7693  -0.19
42 C 1.5079 -1.9969 1.0520  -0.27
43 C -0.0296 -0.4702 -2.5412  -0.39
44 C -0.2127 0.5708 -3.4512  -0.17
45 C -1.2211 0.5152 -4.3962  -0.21
46 C -2.0757 -0.5760 -4.4286  -0.17
47 C -1.9393 -1.5892 -3.4928  -0.20
48 C -0.9272 -1.5356 -2.5462  -0.26
49 H 6.0426 -0.7216 -4.7525  0.24
50 H 4.5431 1.2282 -4.9258  0.23
51 H 2.6257 1.4572 -3.4064  0.21
52 H 3.7273 -2.2314 -1.4995  0.21
53 H 5.6390 -2.4337 -3.0233  0.23
54 H 1.4504 -3.2454 -2.0974  0.23
55 H 1.4593 -5.3568 -0.8171  0.24
56 H 1.4536 -5.3166 1.6469  0.24
57 H 1.5391 -3.1630 2.8488  0.23
58 H 1.6359 -1.0422 1.5733  0.19
59 H 0.4536 1.4301 -3.4232  0.21
60 H -1.3356 1.3163 -5.1107  0.24
61 H -2.8457 -0.6358 -5.1815  0.24
62 H -2.6106 -2.4349 -3.5115  0.24
63 H -0.8217 -2.3488 -1.8293  0.23

How do the records compare in maximum force? In the order shown, they have 1.1; 0.7; 2.1 eV/A.
How do the records compare in HOMO? In the order shown, they have -7.95; -8.48; -13.80 eV.